Density functional theory data (wB97M-V/def2-TZVPD) for a molecular structure, C24H96AsF6O24 at a distorted geometry.

The value obtained for the energy above the lowest of the compared OMol25 structures with the same formula, charge and spin is 14.9 kcal/mol. The HOMO energy comes out at -0.296 hartree. The value obtained for the gap between HOMO and LUMO is 0.3640 hartree. The net charge is -1. As for the spin multiplicity: 1. For the LUMO energy, the calculation gives 1.86 eV.

Each line ends with the Löwdin charge.
Atoms and positions in Å:
As  -0.998674  1.396786  0.411226  0.757
F  -2.548242  0.702573  0.607388  -0.228
F  -0.318734  -0.114998  -0.115594  -0.245
F  0.540820  2.119398  0.499453  -0.226
F  -1.665298  2.983797  0.845947  -0.262
F  -0.704056  1.003712  2.149624  -0.281
F  -1.193260  1.729017  -1.272969  -0.223
C  -4.907509  3.686587  -0.396547  -0.130
O  -5.315953  3.590783  -1.790402  -0.134
H  -5.800025  3.691543  0.314958  0.097
H  -4.425692  2.729692  -0.222173  0.050
H  -4.300582  4.532235  -0.155089  0.071
H  -5.667231  4.431471  -2.070427  0.073
C  5.920683  5.290122  1.955370  -0.137
O  5.665510  4.011049  1.354026  -0.145
H  6.626412  5.102182  2.781130  0.075
H  6.354768  6.042969  1.290208  0.078
H  4.986317  5.695241  2.350235  0.074
H  5.164963  4.243873  0.555916  0.045
C  -3.438736  2.572380  6.657450  -0.168
O  -3.531249  1.206329  6.402526  -0.164
H  -3.177553  3.134093  5.776021  0.055
H  -4.454961  2.956349  7.029649  0.100
H  -2.622982  2.721111  7.425629  0.094
H  -3.457269  1.116754  5.409542  0.067
C  1.690646  -6.065174  -1.158230  -0.109
O  0.534343  -5.278862  -1.474704  -0.157
H  2.627017  -5.506411  -1.129066  0.077
H  1.653207  -6.528349  -0.189894  0.074
H  1.775563  -6.765896  -2.002405  0.089
H  0.565336  -4.502951  -0.877112  0.069
C  -2.013404  -7.038754  -0.401945  -0.151
O  -1.381905  -7.065480  -1.681978  -0.160
H  -1.410692  -7.678775  0.250635  0.070
H  -2.059987  -6.041132  0.006359  0.058
H  -2.974653  -7.567137  -0.531572  0.083
H  -0.782450  -6.301128  -1.599041  -0.003
C  -5.432280  -1.525576  -4.240148  -0.182
O  -5.194784  -2.183833  -5.477901  -0.146
H  -4.581529  -1.090546  -3.753016  0.055
H  -6.125353  -0.776610  -4.486081  0.057
H  -5.827653  -2.244966  -3.494539  0.086
H  -4.506128  -1.657925  -5.987466  0.086
C  -5.751751  0.574421  -1.085282  -0.181
O  -6.876622  1.409184  -0.966988  -0.128
H  -5.394914  0.209985  -0.073051  0.091
H  -5.974294  -0.320538  -1.685824  0.067
H  -4.939821  1.107646  -1.524991  0.059
H  -6.757933  2.082992  -1.683931  0.080
C  -0.353877  -6.470493  -5.115580  -0.106
O  0.211017  -5.293452  -5.725418  -0.132
H  0.244438  -6.660422  -4.262379  0.058
H  -1.362277  -6.244106  -4.756775  0.087
H  -0.489492  -7.336695  -5.738334  0.074
H  1.096605  -5.347919  -6.056753  0.065
C  -3.224837  -2.831042  0.392227  -0.136
O  -4.640378  -2.601496  0.284557  -0.106
H  -2.787072  -2.994449  -0.579809  0.054
H  -2.692887  -2.059375  0.969816  0.057
H  -3.118212  -3.824772  0.938848  0.092
H  -4.828777  -1.818476  -0.174716  0.002
C  -4.024832  -0.875723  3.719233  -0.115
O  -3.659491  0.491403  3.742899  -0.137
H  -3.394234  -1.477265  3.105289  0.058
H  -4.006381  -1.256323  4.750543  0.086
H  -5.094145  -0.989983  3.472309  0.091
H  -3.293480  0.810172  2.906329  0.066
C  -0.155302  5.548581  2.782159  -0.154
O  -0.733416  6.482095  1.925356  -0.120
H  -0.591893  4.521217  2.653385  0.077
H  0.912635  5.550674  2.695503  0.068
H  -0.410278  5.875087  3.808220  0.095
H  -0.579293  6.109505  1.055239  0.093
C  -3.116297  8.486143  3.426021  -0.173
O  -2.468012  8.668712  2.188448  -0.126
H  -2.441993  8.553448  4.316904  0.084
H  -3.825578  9.324369  3.465512  0.073
H  -3.682337  7.551184  3.437193  0.066
H  -1.845425  7.979391  2.030565  0.004
C  3.869795  4.793191  -2.166256  -0.133
O  4.341088  3.765319  -1.278359  -0.141
H  3.508104  5.666708  -1.600736  0.078
H  4.694039  4.949624  -2.888448  0.084
H  2.993456  4.463164  -2.749031  0.073
H  3.709315  3.059240  -1.249745  0.030
C  7.737429  2.179154  2.748472  -0.202
O  8.070494  2.077567  1.404111  -0.116
H  8.155049  3.080546  3.178176  0.062
H  6.672880  2.308652  2.927658  0.070
H  8.138769  1.308556  3.275008  0.082
H  7.426390  2.660723  0.987447  0.054
C  0.776701  -2.874892  1.543464  -0.144
O  1.025188  -2.741177  0.186326  -0.152
H  1.545591  -3.455164  1.983101  0.070
H  0.789214  -1.928544  2.065514  0.087
H  -0.163809  -3.388277  1.717979  0.079
H  0.788916  -1.833557  -0.150812  0.083
C  6.843212  -1.089515  0.239027  -0.160
O  6.490022  -1.443475  -1.073651  -0.142
H  6.479010  -0.072266  0.505602  0.073
H  6.419319  -1.851770  0.915766  0.086
H  7.933006  -1.105343  0.419278  0.086
H  5.542716  -1.644354  -1.073462  0.041
C  2.176720  -3.005981  -4.186459  -0.166
O  1.624326  -2.785272  -2.920276  -0.137
H  1.894895  -2.187500  -4.877452  0.093
H  3.279380  -3.049872  -4.201942  0.086
H  1.950819  -4.000997  -4.562024  0.056
H  2.377716  -2.278169  -2.501917  0.074
C  -1.222839  -1.382213  7.550496  -0.136
O  -2.234516  -0.479070  8.076249  -0.149
H  -0.294833  -0.910075  7.344260  0.059
H  -1.054984  -2.072131  8.364168  0.066
H  -1.617011  -1.936463  6.720617  0.060
H  -2.378426  0.276392  7.482807  0.021
C  8.871843  -4.015381  -1.223501  -0.177
O  8.064644  -3.544584  -2.278200  -0.122
H  9.639122  -3.273020  -0.994748  0.074
H  8.265004  -4.247724  -0.342820  0.078
H  9.435941  -4.869045  -1.560901  0.065
H  7.663090  -2.734821  -1.993288  0.015
C  -1.711588  0.538368  -5.194566  -0.145
O  -2.493555  -0.566516  -5.641686  -0.165
H  -0.774970  0.613571  -5.751310  0.067
H  -2.312245  1.463435  -5.355045  0.087
H  -1.538606  0.353636  -4.122845  0.076
H  -2.157516  -1.352966  -5.170130  0.029
C  -1.463989  -3.525939  -3.371107  -0.111
O  -1.489507  -2.992482  -4.711720  -0.128
H  -2.495098  -3.618060  -3.044361  0.077
H  -1.071267  -4.516933  -3.383148  0.037
H  -0.904009  -2.896163  -2.634046  0.083
H  -0.918720  -3.558894  -5.247703  0.057
C  3.351436  -0.452916  -0.088809  -0.091
O  3.711334  -1.713937  -0.692425  -0.187
H  2.404109  -0.158455  -0.593723  0.056
H  3.186642  -0.551725  0.982946  0.091
H  4.232351  0.188621  -0.320841  0.097
H  3.127759  -2.471955  -0.373032  0.101
C  1.828431  0.950933  -2.856357  -0.088
O  1.996033  2.011748  -1.853917  -0.165
H  2.799558  0.470961  -2.910876  0.073
H  1.057893  0.253184  -2.434797  0.083
H  1.544527  1.412621  -3.779449  0.069
H  1.375303  1.963431  -1.130445  0.007
C  -4.428931  4.017576  3.058280  -0.223
O  -3.093848  4.279542  3.133364  -0.131
H  -4.924868  4.980800  2.622563  0.097
H  -4.740490  3.149553  2.403365  0.085
H  -4.919868  3.912285  4.053895  0.077
H  -2.639012  3.739274  2.444705  0.056

Cartesian forces (eV/Å) of the 2 atoms listed first:
As -0.2 0.4 1.9
F -0.6 -0.3 -0.3



Density functional theory data (wB97M-V/def2-TZVPD) for a molecular structure, C25H15ClFN3O5S2Sm.

The expectation value of S² is 8.76. The HOMO energy (spin up / spin down) comes out at -0.159 / -0.159 hartree. The value obtained for the gap between HOMO and LUMO (spin up / spin down) is 0.2149 / 0.2151 hartree. The net charge is -1. As for the spin multiplicity: 6. For the LUMO energy (spin up / spin down), the calculation gives 1.51 / 1.52 eV.

Each line ends with the Mulliken spin population.
Atoms and positions in Å:
Sm  0.103914  0.349109  0.077466  5.050
C  -6.200587  -1.073730  4.338889  0.000
C  -4.983264  -1.081700  5.254153  0.000
C  -4.987945  -2.349422  6.096198  0.000
C  -3.713555  -2.483886  6.906354  0.000
C  -2.537112  -2.497495  5.977714  0.000
C  -1.404743  -3.229683  6.241449  0.000
C  -0.317898  -3.178736  5.372005  0.000
F  0.765726  -3.915176  5.687020  0.000
C  -0.320585  -2.409514  4.246899  0.000
C  -1.473355  -1.664994  3.952932  -0.004
C  -1.460924  -0.800638  2.764925  -0.001
O  -0.468261  -0.852788  2.008515  -0.002
C  -2.604652  0.031342  2.588903  0.001
C  -3.659203  -0.131220  3.439719  0.000
N  -3.718462  -0.978580  4.479191  0.000
C  -2.584111  -1.723729  4.800852  0.000
C  -2.796404  1.067104  1.491922  -0.001
O  -3.906624  1.561275  1.357134  0.000
O  -1.751501  1.345184  0.808529  -0.007
H  -7.090098  -1.254674  4.943738  0.000
H  -6.121413  -1.871039  3.598464  0.000
H  -6.351382  -0.132339  3.816810  0.000
H  -5.020910  -0.215475  5.923388  0.000
H  -5.108159  -3.213635  5.436027  0.000
H  -5.864793  -2.314363  6.744376  0.000
H  -3.722506  -3.387489  7.516746  0.000
H  -3.629504  -1.637554  7.596773  0.000
H  -1.332461  -3.843050  7.130881  0.000
H  0.534990  -2.345846  3.589562  0.000
H  -4.529471  0.477759  3.241349  0.000
Cl  -1.651699  -4.891215  -5.488597  0.000
C  -1.497976  -3.807970  -4.128847  0.000
C  -2.531146  -3.748524  -3.179819  0.000
C  -2.444788  -2.912855  -2.101129  -0.001
C  -1.310433  -2.070855  -1.894292  0.002
O  -1.256176  -1.304533  -0.873064  -0.002
C  -0.280115  -2.149802  -2.880985  0.002
C  0.905719  -1.345209  -2.800190  -0.001
O  1.168060  -0.520664  -1.925666  -0.003
C  -0.392687  -3.022195  -3.982205  0.001
H  -3.404494  -4.374709  -3.312456  0.000
H  -3.242949  -2.864105  -1.372578  0.000
H  1.640203  -1.486113  -3.610432  -0.001
H  0.406473  -3.060230  -4.712793  0.000
S  2.534602  0.320281  1.397413  -0.014
C  3.384591  1.732015  0.819650  -0.003
C  4.750725  1.823651  1.251670  0.001
N  5.848531  1.864988  1.597787  -0.001
C  2.866729  2.715482  0.036586  -0.001
S  1.235586  2.802066  -0.566331  -0.016
C  3.709932  3.817391  -0.337742  0.001
N  4.362728  4.717120  -0.638215  0.000

Cartesian forces (eV/Å) of the 2 atoms listed first:
Sm 0.2 0.1 -0.2
C -0.1 0.0 0.0



Density functional theory data (wB97M-V/def2-TZVPD) for a molecular structure, C25H15F9N4O6Ti at a distorted geometry.

The value obtained for the energy above the lowest of the compared OMol25 structures with the same formula, charge and spin is 2.4 kcal/mol. The HOMO energy (spin up / spin down) comes out at 0.001 / 0.001 hartree. The value obtained for the gap between HOMO and LUMO (spin up / spin down) is 0.1709 / 0.1707 hartree. The net charge is -2. As for the spin multiplicity: 1. For the LUMO energy (spin up / spin down), the calculation gives 4.67 / 4.67 eV.

Each line ends with the Löwdin charge.
Atoms and positions in Å:
Ti  -0.354676  0.170065  -0.279699  1.184
C  0.175636  -3.812625  -2.104121  -0.066
C  -0.396241  -2.541556  -1.554391  -0.302
N  0.357387  -1.425914  -1.257641  -0.107
N  1.644854  -1.393822  -1.723437  0.091
C  2.035352  -0.156856  -1.717776  -0.454
O  1.240034  0.805826  -1.347198  -0.137
C  3.405520  0.178523  -2.164035  -0.129
C  4.295859  -0.811790  -2.584227  -0.036
C  5.571335  -0.477850  -3.010951  -0.113
C  5.984364  0.851106  -3.022919  -0.133
C  5.105165  1.838421  -2.601056  -0.108
C  3.826141  1.506375  -2.174428  -0.025
C  -1.728706  -2.310207  -1.336661  -0.258
C  -2.804347  -3.223055  -1.575435  -0.056
C  -4.087935  -2.797143  -1.452416  -0.133
C  -4.348886  -1.447642  -1.072970  -0.119
C  -3.289345  -0.631183  -0.786914  -0.165
N  -1.999359  -1.017919  -0.874847  -0.030
H  1.252298  -3.701972  -2.220453  0.048
H  -0.250303  -4.064657  -3.082892  0.064
H  -0.014018  -4.661428  -1.436892  0.065
H  3.960649  -1.840164  -2.563022  0.102
H  6.252970  -1.257345  -3.332807  0.087
H  6.983946  1.111284  -3.352248  0.082
H  5.419014  2.876321  -2.600243  0.089
H  3.129109  2.262899  -1.838231  0.111
H  -2.571975  -4.241239  -1.863587  0.089
H  -4.909756  -3.481127  -1.639237  0.079
H  -5.358859  -1.073286  -0.969758  0.077
H  -3.447629  0.384396  -0.456094  0.101
O  -2.169957  3.778050  -1.327928  0.029
C  -1.505943  2.860696  -0.856968  -0.569
O  -1.479623  1.640764  -1.244940  -0.089
C  -0.544841  3.140770  0.285573  -0.146
C  -0.257483  4.368838  0.855379  0.004
C  0.733134  4.424799  1.825293  -0.059
C  1.414592  3.273928  2.192534  0.005
C  1.056038  2.085675  1.581674  -0.161
N  0.096815  2.057675  0.675267  0.080
C  1.691778  0.721696  1.821660  -0.593
O  2.636456  0.651916  2.601513  0.031
O  1.142907  -0.219542  1.156108  -0.079
H  -0.798618  5.244482  0.523036  0.110
H  0.984980  5.371949  2.289307  0.095
H  2.207221  3.271515  2.927798  0.114
F  -3.314398  -2.227544  1.799010  0.158
C  -2.177448  -1.945735  2.457627  -0.526
F  -2.237468  -2.603970  3.642442  0.131
F  -1.170198  -2.464412  1.763163  0.181
C  -1.994552  -0.390463  2.610693  -0.324
O  -1.620892  0.146996  1.468473  -0.146
C  -0.977081  -0.143705  3.791936  -0.517
F  -1.533965  -0.303343  5.022450  0.126
F  -0.501546  1.108781  3.750439  0.164
F  0.066720  -0.972391  3.732980  0.174
C  -3.376797  0.219211  3.056547  -0.528
F  -3.213381  1.459622  3.562521  0.144
F  -4.214769  0.331773  2.029843  0.163
F  -4.019302  -0.504467  4.003156  0.130

Cartesian forces (eV/Å) of the 2 atoms listed first:
Ti -0.7 -0.8 -0.1
C 0.0 0.1 0.0



Q: Which value of net charge does entry 2 give?
A: -1